1.
# C14H11F6IN

A cluster of 3 separate species, C14H11F6IN in total (ωB97M-V/def2-TZVPD, the Open Molecules 2025 dataset).

Each line ends with the Löwdin charge.
Atoms and positions in Å:
F (-1.215, -1.151, -1.133)  0.037
C (-2.275, -0.873, -1.924)  -0.313
F (-2.410, 0.506, -1.874)  0.003
C (-2.048, -1.333, -3.412)  -0.793
F (-1.736, -0.178, -4.111)  -0.062
F (-3.310, -1.744, -3.869)  -0.013
N (-1.150, -2.370, -3.496)  -0.482
I (0.660, -1.871, -4.346)  0.673
H (-3.192, -1.302, -1.515)  0.143
F (-3.241, 3.427, 4.465)  0.036
C (-3.082, 2.604, 3.399)  -0.296
C (-2.693, 1.299, 3.616)  -0.029
C (-2.536, 0.460, 2.521)  -0.073
C (-2.758, 0.935, 1.236)  -0.073
C (-3.144, 2.254, 1.045)  -0.068
C (-3.313, 3.100, 2.133)  -0.025
H (-2.518, 0.951, 4.625)  0.111
H (-2.237, -0.569, 2.671)  0.106
H (-2.632, 0.289, 0.382)  0.073
H (-3.311, 2.624, 0.042)  0.108
H (-3.621, 4.129, 2.006)  0.112
F (2.585, -1.599, -2.153)  -0.081
C (3.443, -1.267, -1.184)  -0.290
C (4.439, -2.156, -0.826)  -0.016
C (5.328, -1.800, 0.178)  -0.099
C (5.208, -0.573, 0.816)  -0.116
C (4.197, 0.304, 0.444)  -0.093
C (3.309, -0.038, -0.565)  -0.007
H (4.509, -3.110, -1.332)  0.116
H (6.116, -2.484, 0.464)  0.097
H (5.901, -0.301, 1.602)  0.092
H (4.098, 1.259, 0.943)  0.100
H (2.517, 0.631, -0.875)  0.122

- total charge = -1
- strongest force on any atom (eV/Å) = 2.1
- E_tot (eV) = -40592.1913



2.
# C34H31IrN5O3

A structure of composition C34H31IrN5O3 (ωB97M-V/def2-TZVPD, the Open Molecules 2025 dataset).

Each line ends with the Löwdin spin population.
Atoms and positions in Å:
Ir (1.080, 1.186, -0.478)  1.432
C (-3.762, -0.699, 1.799)  0.000
O (-2.953, -1.256, 0.765)  0.000
C (-3.142, -2.570, 0.445)  0.000
C (-4.379, -3.199, 0.475)  0.000
C (-4.486, -4.549, 0.170)  0.000
C (-3.361, -5.281, -0.178)  0.000
C (-2.133, -4.647, -0.255)  0.001
C (-2.014, -3.296, 0.045)  0.001
N (-0.720, -2.701, 0.004)  0.012
C (-0.437, -1.448, -0.439)  0.018
N (-1.195, -1.006, -1.452)  0.018
C (-1.240, 0.251, -2.062)  0.059
C (-0.264, 1.238, -1.924)  0.051
C (-0.416, 2.438, -2.652)  0.055
C (-1.510, 2.640, -3.459)  0.000
C (-2.483, 1.643, -3.592)  0.050
C (-2.342, 0.452, -2.913)  0.001
O (-3.203, -0.599, -2.987)  -0.006
C (-4.336, -0.473, -3.841)  0.000
N (0.574, -0.759, 0.046)  0.105
C (1.273, -1.292, 1.179)  0.009
C (0.876, -0.922, 2.463)  0.010
C (1.481, -1.460, 3.581)  -0.001
C (2.498, -2.398, 3.419)  0.009
C (2.906, -2.765, 2.151)  -0.002
C (2.312, -2.209, 1.020)  0.008
O (2.745, -2.685, -0.182)  0.004
C (3.080, -1.762, -1.221)  0.001
H (-4.824, -0.854, 1.626)  0.000
H (-3.564, 0.370, 1.792)  0.000
H (-3.485, -1.124, 2.765)  0.000
H (-5.264, -2.643, 0.747)  0.000
H (-5.456, -5.026, 0.209)  0.000
H (-3.439, -6.336, -0.400)  0.000
H (-1.246, -5.195, -0.551)  0.000
H (0.013, -3.163, 0.522)  0.000
H (-1.933, -1.631, -1.750)  0.000
H (0.346, 3.203, -2.574)  0.007
H (-1.623, 3.568, -4.004)  -0.001
H (-3.338, 1.811, -4.230)  0.003
H (-4.871, -1.415, -3.776)  0.000
H (-4.025, -0.298, -4.872)  0.000
H (-4.982, 0.340, -3.506)  0.000
H (0.066, -0.210, 2.561)  0.001
H (1.162, -1.160, 4.570)  0.000
H (2.977, -2.839, 4.283)  0.001
H (3.697, -3.488, 2.000)  0.000
H (3.742, -2.299, -1.895)  0.000
H (3.608, -0.898, -0.809)  0.001
H (2.202, -1.422, -1.767)  0.000
C (0.184, 4.106, 4.293)  0.194
C (1.531, 4.363, 4.024)  -0.005
C (2.172, 3.720, 2.994)  0.147
C (1.451, 2.789, 2.185)  0.062
C (0.081, 2.535, 2.475)  0.132
C (-0.531, 3.186, 3.512)  0.000
N (2.029, 2.158, 1.156)  0.460
N (3.370, 2.511, 0.924)  0.440
C (3.630, 2.488, -0.380)  0.101
C (4.928, 2.907, -0.810)  0.132
C (5.245, 2.857, -2.137)  0.020
C (4.303, 2.401, -3.080)  0.205
C (3.031, 1.980, -2.685)  0.020
C (2.669, 2.005, -1.355)  0.214
H (-0.310, 4.616, 5.109)  0.010
H (2.076, 5.069, 4.636)  -0.004
H (3.215, 3.890, 2.783)  0.009
H (-0.473, 1.841, 1.857)  0.007
H (-1.573, 2.995, 3.726)  -0.004
H (5.627, 3.271, -0.069)  0.005
H (6.227, 3.168, -2.468)  -0.003
H (4.572, 2.368, -4.129)  0.011
H (2.334, 1.615, -3.429)  -0.002

- total charge = +1
- strongest force on any atom (eV/Å) = 0.6
- expectation value of S² = 6.08
- E_tot (eV) = -52183.2285
- spin multiplicity = 5



3.
# CH2IPS

A structure of composition CH2IPS (ωB97M-V/def2-TZVPD, the Open Molecules 2025 dataset).

Each line ends with the Löwdin charge.
Atoms and positions in Å:
C (0.558, -1.106, 0.611)  -0.762
P (-0.400, 0.397, 0.103)  0.111
S (-1.555, 1.451, -1.233)  0.014
I (1.195, -2.224, -1.107)  0.643
H (-0.818, 0.831, 1.527)  0.018
H (1.019, 0.651, 0.100)  -0.023

- strongest force on any atom (eV/Å) = 2.9
- E_tot (eV) = -29289.4404



4.
# C2H3N3

The molecule C2H3N3 (ωB97M-V/def2-TZVPD, the Open Molecules 2025 dataset).

Each line ends with the Löwdin charge.
Atoms and positions in Å:
N (1.199, -0.081, 0.068)  -0.108
N (0.570, 1.031, 0.398)  0.043
C (-0.715, 0.709, 0.268)  -0.147
C (-0.780, -0.628, -0.189)  -0.157
N (0.455, -1.098, -0.283)  0.036
H (2.195, -0.142, -0.055)  0.150
H (-1.462, 1.446, 0.546)  0.094
H (-1.462, -1.238, -0.751)  0.090

- strongest force on any atom (eV/Å) = 1.2
- SMILES = c1cn[nH]n1
- E_tot (eV) = -6591.7391



5.
# CH3Cl3OP

A structure of composition CH3Cl3OP (ωB97M-V/def2-TZVPD, the Open Molecules 2025 dataset).

Each line ends with the Löwdin charge.
Atoms and positions in Å:
C (-0.904, -0.079, -0.192)  -0.213
O (0.114, -0.527, -0.885)  -0.514
P (1.690, -0.424, -0.281)  0.264
Cl (1.484, -0.641, 1.802)  0.244
Cl (1.846, -2.285, -0.761)  0.400
Cl (-0.562, 2.125, -0.474)  0.681
H (-0.753, 0.035, 0.883)  0.028
H (-1.891, -0.121, -0.831)  0.177
H (-1.023, 1.916, 0.738)  -0.068

- total charge = +1
- strongest force on any atom (eV/Å) = 3.7
- E_tot (eV) = -49980.9758



6.
# C23H50NO13

A cluster of 5 separate species, C23H50NO13 in total (ωB97M-V/def2-TZVPD, the Open Molecules 2025 dataset).

Each line ends with the Löwdin charge.
Atoms and positions in Å:
C (0.193, -0.616, -2.973)  0.006
C (-0.309, 0.648, -3.822)  -0.344
O (0.562, 1.301, -4.499)  0.020
O (-1.656, 1.103, -3.934)  0.039
C (-2.490, 0.609, -2.882)  -0.313
O (-2.224, 0.776, -1.659)  0.046
C (-3.862, -0.148, -3.269)  -0.117
N (-3.730, -1.619, -3.438)  -0.192
C (-3.101, -2.285, -2.256)  -0.097
C (-2.980, -1.875, -4.701)  -0.141
C (-2.995, -3.405, -5.188)  -0.574
O (-2.501, -3.634, -6.354)  -0.134
O (-3.530, -4.454, -4.468)  -0.207
H (0.038, -0.401, -1.849)  0.090
H (1.293, -0.882, -3.194)  0.105
H (-0.400, -1.583, -3.180)  0.077
H (-4.692, 0.115, -2.516)  0.138
H (-4.211, 0.320, -4.268)  0.130
H (-3.075, -1.624, -1.320)  0.083
H (-2.081, -2.717, -2.540)  0.087
H (-3.765, -3.189, -1.977)  0.094
H (-1.894, -1.503, -4.685)  0.102
H (-3.497, -1.273, -5.541)  0.131
C (-3.516, 7.495, -2.270)  -0.116
O (-2.371, 6.964, -1.620)  -0.195
C (-2.703, 5.921, -0.704)  -0.199
C (-2.414, 4.547, -1.299)  -0.199
O (-3.281, 4.264, -2.394)  -0.195
C (-2.646, 4.454, -3.652)  -0.099
H (-3.177, 8.104, -3.111)  0.087
H (-4.169, 6.709, -2.655)  0.083
H (-4.073, 8.133, -1.577)  0.084
H (-3.749, 5.999, -0.387)  0.123
H (-2.071, 6.060, 0.179)  0.121
H (-2.606, 3.786, -0.536)  0.121
H (-1.364, 4.461, -1.600)  0.129
H (-1.958, 3.625, -3.846)  0.076
H (-2.102, 5.402, -3.697)  0.084
H (-3.416, 4.460, -4.425)  0.092
C (-1.241, -2.230, 1.869)  -0.103
O (-0.917, -1.160, 0.993)  -0.200
C (-0.887, 0.100, 1.662)  -0.192
C (0.545, 0.537, 1.954)  -0.195
O (1.164, -0.320, 2.913)  -0.195
C (2.042, -1.260, 2.309)  -0.098
H (-1.015, -3.167, 1.359)  0.095
H (-0.661, -2.192, 2.794)  0.066
H (-2.310, -2.206, 2.102)  0.090
H (-1.484, 0.069, 2.580)  0.126
H (-1.344, 0.830, 0.986)  0.113
H (0.523, 1.540, 2.392)  0.123
H (1.137, 0.585, 1.034)  0.116
H (2.967, -0.759, 2.005)  0.083
H (1.586, -1.749, 1.445)  0.090
H (2.285, -2.024, 3.051)  0.072
C (3.161, 1.613, -2.151)  -0.102
O (4.062, 0.683, -1.559)  -0.196
C (5.416, 1.123, -1.625)  -0.201
C (5.878, 1.695, -0.289)  -0.201
O (5.190, 2.904, 0.024)  -0.194
C (4.148, 2.704, 0.969)  -0.110
H (2.143, 1.342, -1.864)  0.075
H (3.350, 2.634, -1.813)  0.086
H (3.241, 1.559, -3.240)  0.091
H (5.550, 1.852, -2.431)  0.126
H (6.025, 0.244, -1.860)  0.122
H (6.942, 1.943, -0.362)  0.121
H (5.760, 0.960, 0.515)  0.122
H (4.577, 2.568, 1.968)  0.088
H (3.525, 1.843, 0.715)  0.070
H (3.520, 3.597, 0.977)  0.090
C (-0.039, -6.385, 5.825)  -0.113
O (0.286, -5.318, 4.946)  -0.190
C (0.318, -4.056, 5.611)  -0.191
C (1.750, -3.620, 5.902)  -0.196
O (2.367, -4.475, 6.863)  -0.195
C (3.245, -5.418, 6.263)  -0.113
H (0.186, -7.325, 5.318)  0.089
H (0.542, -6.344, 6.749)  0.082
H (-1.108, -6.359, 6.059)  0.087
H (-0.278, -4.084, 6.529)  0.126
H (-0.139, -3.328, 4.934)  0.112
H (1.728, -2.616, 6.337)  0.127
H (2.343, -3.574, 4.983)  0.113
H (4.171, -4.918, 5.958)  0.087
H (2.789, -5.908, 5.399)  0.084
H (3.486, -6.179, 7.007)  0.087

- total charge = -1
- strongest force on any atom (eV/Å) = 5.9
- E_tot (eV) = -52763.4932



7.
# C4H11NO3

A cluster of 2 separate species, C4H11NO3 in total (ωB97M-V/def2-TZVPD, the Open Molecules 2025 dataset).

Each line ends with the Löwdin spin population.
Atoms and positions in Å:
C (-0.417, 1.675, 0.253)  0.158
O (-0.020, 3.021, 0.301)  0.552
C (0.455, 0.707, 1.044)  0.076
C (-0.178, -0.642, 0.606)  0.016
C (0.670, -1.657, -0.151)  0.004
N (1.907, -1.894, 0.320)  0.000
O (0.269, -2.019, -1.239)  0.030
H (-0.625, 1.472, -0.821)  0.092
H (-1.491, 1.629, 0.552)  0.020
H (0.940, 3.011, 0.090)  0.003
H (0.359, 1.058, 2.070)  0.008
H (1.507, 0.686, 0.721)  0.004
H (-1.117, -0.491, 0.098)  0.000
H (-0.478, -1.192, 1.509)  0.002
H (2.195, -1.954, 1.298)  0.000
H (2.518, -2.540, -0.167)  0.000
H (-1.633, -0.672, -1.751)  -0.001
H (-2.345, 0.105, -2.797)  -0.001
O (-2.514, -0.301, -1.935)  0.037

- total charge = +1
- strongest force on any atom (eV/Å) = 2.6
- expectation value of S² = 0.75
- E_tot (eV) = -11948.4304
- spin multiplicity = 2